Here is an isolated ion of composition C2H3N4O and charge -1 in a non-equilibrium geometry from OMol25. Energies are from the ωB97M-V functional and the def2-TZVPD basis.

E ... -10130.6018 eV
LUMO level ... 4.2 eV
Energy above the lowest of the compared OMol25 structures with the same formula, charge and spin ... 0.0 kJ/mol
Gap between HOMO and LUMO ... 7.6423 eV
HOMO energy ... -3.4 eV
Charge ... -1

Each line ends with the Mulliken charge.
Element x y z (Å)
C: -0.9569 -0.7878 -0.0528  0.48
C: 1.3428 0.0757 0.1059  -0.77
N: -2.1772 -0.1457 0.0992  -0.41
N: -1.9055 1.1325 -0.0013  -0.33
N: -0.6543 1.4112 -0.1881  -0.47
N: -0.0159 0.1928 -0.2802  0.40
O: -0.6693 -1.9576 -0.0252  -0.72
H: 1.9274 -0.3859 -0.7739  0.18
H: 1.6509 1.0877 0.1771  0.37
H: 1.4580 -0.6227 0.9393  0.26

Here is an isolated ion of composition C11H12ClN2 and charge +1 in a non-equilibrium geometry from OMol25. Energies are from the ωB97M-V functional and the def2-TZVPD basis.

E ... -27090.8367 eV
LUMO level ... -6.4 eV
Energy above the lowest of the compared OMol25 structures with the same formula, charge and spin ... 434.3 kJ/mol
Gap between HOMO and LUMO ... 5.1991 eV
HOMO energy ... -11.6 eV
Charge ... +1

Each line ends with the Mulliken charge.
Element x y z (Å)
C: 0.3049 -3.0271 1.1403  -0.55
C: -0.1489 -3.4319 2.3462  -0.22
C: -1.2249 -1.2528 1.4081  -0.52
C: -0.2279 -1.8063 0.6331  0.88
C: -1.0615 -2.7242 3.0843  0.37
C: 0.5981 0.8082 -2.0069  -1.29
C: -0.2534 2.1269 -2.1102  -0.47
C: 0.1111 -1.2037 -0.6314  -0.79
C: 0.1763 0.1441 -0.7549  0.30
C: 0.0157 3.2100 -1.0698  0.42
C: -0.0422 2.9331 0.3002  -0.52
N: -1.5870 -1.6757 2.5971  -0.54
N: 1.2437 3.2150 -0.3738  -0.05
Cl: -1.4560 -3.3095 4.6219  -0.15
H: 0.9558 -3.7315 0.5431  0.31
H: 0.2473 -4.4477 2.8004  0.23
H: -1.7232 -0.3261 1.1082  0.45
H: 0.1632 0.1367 -2.8520  0.37
H: 1.7075 0.9209 -2.3044  0.33
H: -0.0285 2.4648 -3.1246  0.38
H: -1.3447 1.6774 -2.0956  0.31
H: 0.5335 -1.8214 -1.4094  0.40
H: -0.0585 0.7701 0.0891  0.33
H: -0.3459 4.1130 -1.4598  0.44
H: 1.6693 2.2885 -0.4727  0.32
H: 1.7762 3.9491 -0.0064  0.27

Here is I2O4V2 as an isolated structure in a non-equilibrium geometry from OMol25. Energies are from the ωB97M-V functional and the def2-TZVPD basis.

E ... -75756.3330 eV
LUMO level ... -6.1 eV
Energy above the lowest of the compared OMol25 structures with the same formula, charge and spin ... 869.2 kJ/mol
Gap between HOMO and LUMO ... 1.2739 eV
HOMO energy ... -7.4 eV

Each line ends with the Mulliken charge.
Element x y z (Å)
O: -2.6443 1.1611 6.0801  -0.61
V: -1.0878 0.5099 5.8287  1.65
O: -0.5444 0.5208 4.2943  -0.58
O: 0.4321 -0.5483 -1.0533  -0.61
V: 0.7617 -0.6896 -2.5706  1.67
O: 1.5947 -2.0711 -2.9259  -0.55
I: 3.9184 2.3279 -3.8295  -0.49
I: -2.4304 -1.2108 -5.8239  -0.47

Here is C5H10O as an isolated structure from OMol25. Energies are from the ωB97M-V functional and the def2-TZVPD basis.

E ... -7388.9039 eV
LUMO level ... 0.0 eV
Energy above the lowest of the compared OMol25 structures with the same formula, charge and spin ... 565.5 kJ/mol
Gap between HOMO and LUMO ... 8.6937 eV
HOMO energy ... -8.7 eV

Each line ends with the Mulliken charge.
Element x y z (Å)
C: -0.1612 -2.0959 -0.7980  -0.75
C: 1.0414 -1.5365 -0.1672  -0.38
C: -0.2859 0.7736 -0.2235  -0.47
C: -0.3497 2.1936 0.3205  -0.35
O: -0.3274 1.7206 1.6683  -0.43
C: 0.2137 0.4651 1.2249  -0.49
H: -0.5393 -1.6938 -1.7464  0.30
H: 0.2733 -3.0959 -1.0052  0.37
H: -0.9822 -2.2739 -0.0953  0.25
H: 1.6429 -1.0382 -0.9554  0.22
H: 0.3291 0.6157 -1.1163  0.32
H: -1.2791 0.3506 -0.4003  0.20
H: -1.2333 2.7943 0.0920  0.28
H: 0.5630 2.7613 0.0854  0.24
H: 1.3048 0.4451 1.3483  0.31
H: -0.2101 -0.3857 1.7682  0.40

Here is a 2-piece molecular cluster, C5H9ClSi overall in a non-equilibrium geometry from OMol25. Energies are from the ωB97M-V functional and the def2-TZVPD basis.

E ... -25723.7743 eV
LUMO level (spin up / spin down) ... 0.9 / -3.0 eV
Energy above the lowest of the compared OMol25 structures with the same formula, charge and spin ... 325.6 kJ/mol
Gap between HOMO and LUMO (spin up / spin down) ... 6.4567 / 7.6916 eV
Multiplicity ... 3
HOMO energy (spin up / spin down) ... -5.5 / -10.7 eV

Each line ends with the Mulliken charge.
Element x y z (Å)
C: 1.7140 0.2031 0.5330  -0.99
C: -1.6277 -3.9442 0.3102  -0.30
C: 0.3479 0.8026 0.4789  -0.03
C: -1.5421 -2.7704 0.1636  -0.33
C: -0.3151 1.1249 -0.5598  -0.52
Si: -2.0220 1.9312 -0.6326  0.53
Cl: -3.1601 0.5940 0.4341  -0.25
H: 1.8552 0.0337 1.6595  0.27
H: 1.8402 -0.6235 -0.1100  0.33
H: -1.7218 -5.0076 0.1112  0.36
H: 2.5034 0.8981 0.2840  0.32
H: -0.2183 0.9734 1.4734  0.20
H: -1.4931 -1.7728 0.0203  0.29
H: 0.0863 0.9754 -1.5873  0.38
H: -2.1974 2.3837 -2.0043  -0.14
H: -1.9883 3.2496 0.0114  -0.13

Here is a 19-piece molecular cluster, C86H141N18O28P3S7 overall in a non-equilibrium geometry from OMol25. Energies are from the ωB97M-V functional and the def2-TZVPD basis.

E ... -279304.1346 eV
LUMO level ... -0.6 eV
Gap between HOMO and LUMO ... 7.8350 eV
HOMO energy ... -8.4 eV

Each line ends with the Mulliken charge.
Element x y z (Å)
O: 7.9642 1.4878 -3.7441  -0.95
P: 6.5368 1.7545 -3.9580  0.52
N: 5.5627 1.1405 -2.8052  0.50
C: 5.8500 0.0503 -1.8776  -0.75
C: 4.1404 1.5344 -2.6295  -2.17
N: 6.0624 1.0822 -5.4126  -0.09
C: 4.6418 1.1501 -5.7528  -0.13
C: 6.7527 -0.0336 -5.9824  -0.71
N: 5.9359 3.3114 -4.1529  0.72
C: 6.1348 3.8870 -5.4307  -1.10
C: 6.2287 4.2316 -3.0946  -1.14
H: 5.7654 0.4105 -0.8757  -0.14
H: 6.7525 -0.4254 -2.0420  0.84
H: 5.0918 -0.7506 -2.0162  0.08
H: 3.5565 0.7609 -3.0986  0.18
H: 3.9822 2.4634 -3.1410  0.39
H: 3.9208 1.7125 -1.5938  1.21
H: 4.1275 2.0753 -5.4140  0.03
H: 4.5174 1.1058 -6.8862  0.52
H: 4.1508 0.3426 -5.1634  -0.36
H: 6.4846 -0.0967 -7.0089  0.37
H: 7.8428 -0.0756 -5.8413  0.31
H: 6.4442 -0.9566 -5.4720  0.04
H: 5.4127 4.7523 -5.6240  0.22
H: 7.1168 4.4277 -5.4688  0.29
H: 6.1256 3.1291 -6.2120  0.42
H: 7.1836 4.7987 -3.2488  0.36
H: 6.3055 3.6968 -2.1945  0.01
H: 5.4420 4.9681 -2.9802  0.43
O: -2.6410 -5.0767 -0.9538  -0.36
P: -1.2561 -5.6129 -0.6839  -0.86
N: -1.0301 -7.0841 -1.3928  0.70
C: -2.0517 -7.9853 -1.7420  -0.91
C: 0.3015 -7.7201 -1.2700  -0.99
N: -0.8778 -5.6127 0.9129  0.87
C: 0.4669 -5.8837 1.4078  -0.63
C: -1.9691 -5.9143 1.8535  -1.07
N: 0.0267 -4.7970 -1.3600  1.14
C: 0.7402 -3.6168 -0.7816  -0.50
C: 0.5034 -4.9365 -2.7692  -0.79
H: -3.0269 -7.5190 -2.0293  0.14
H: -2.2871 -8.6770 -0.9570  0.34
H: -1.6030 -8.7027 -2.4659  0.26
H: 0.4486 -8.3991 -2.1056  0.43
H: 0.3854 -8.2687 -0.3232  0.27
H: 1.0436 -6.9725 -1.2229  0.12
H: 0.7289 -5.1188 2.1795  0.29
H: 0.5949 -6.8317 1.9392  0.46
H: 1.2906 -5.7572 0.6748  -0.28
H: -2.7549 -6.5738 1.4266  0.29
H: -1.5575 -6.3757 2.7565  0.36
H: -2.4924 -4.9855 2.1770  0.29
H: 1.7636 -3.7961 -0.5700  -0.07
H: 0.6910 -2.7035 -1.4065  0.26
H: 0.3177 -3.3592 0.1841  -0.03
H: 0.2270 -5.9257 -3.0766  0.54
H: 1.5861 -4.8181 -2.9519  0.12
H: -0.1238 -4.2723 -3.3739  -0.15
O: -2.5217 -2.8119 4.9191  0.57
P: -3.1991 -3.6475 5.9407  -1.03
N: -3.7216 -2.8430 7.3047  0.46
C: -4.9594 -3.1662 8.0288  -0.94
C: -3.5943 -1.3478 7.2098  -0.84
N: -2.3429 -4.8638 6.6480  0.37
C: -1.5074 -4.7034 7.9042  -0.96
C: -1.8368 -5.9681 5.8066  -1.05
N: -4.4723 -4.4340 5.2739  0.93
C: -4.8169 -4.2580 3.8906  -1.08
C: -5.1490 -5.5191 5.9340  -1.16
H: -5.0848 -4.2244 8.2605  0.41
H: -5.8489 -2.8119 7.4544  0.30
H: -5.0521 -2.6559 9.0635  0.31
H: -2.6820 -1.0380 6.6901  -0.12
H: -3.5481 -0.8199 8.1654  0.46
H: -4.4298 -0.9062 6.5844  0.23
H: -2.0170 -3.9674 8.5532  0.31
H: -1.4304 -5.6889 8.5226  0.28
H: -0.4930 -4.3225 7.6283  0.23
H: -2.4172 -6.0362 4.8949  -0.06
H: -0.8060 -5.9111 5.4872  0.40
H: -1.8324 -6.9445 6.1553  0.53
H: -4.7978 -5.1978 3.3637  0.42
H: -5.8456 -3.9011 3.8801  0.44
H: -4.1628 -3.5488 3.2601  -0.35
H: -4.9875 -5.4257 7.0229  0.23
H: -4.8092 -6.4564 5.5144  0.35
H: -6.2431 -5.4882 5.7344  0.30
C: -1.9822 6.5375 0.6430  1.77
S: -3.5467 7.2181 0.9953  0.16
O: -4.4419 6.0407 1.2392  -0.49
C: -3.1239 7.8708 2.5946  -0.38
H: -1.1244 7.1603 0.7300  0.68
H: -2.1238 6.1305 -0.3504  -1.27
H: -1.8540 5.6609 1.3284  -0.99
H: -4.0494 7.9935 3.1431  0.42
H: -2.5376 8.7621 2.4445  0.37
H: -2.6593 7.0270 3.0997  -0.31
C: -6.7300 -6.7827 -0.3670  -1.19
S: -5.7634 -5.2344 -0.7690  0.99
O: -6.4781 -4.5588 -1.8944  -0.86
C: -6.2244 -4.3316 0.7618  -0.80
H: -6.6743 -7.3929 -1.2934  0.38
H: -7.7902 -6.5894 -0.2332  0.40
H: -6.3270 -7.3111 0.5482  0.31
H: -5.6571 -3.4126 0.9277  -0.05
H: -6.0434 -5.0261 1.5450  0.18
H: -7.2735 -4.0776 0.6710  0.56
C: 7.8752 0.3547 1.0397  -1.00
S: 6.6109 1.4455 1.5395  1.19
O: 6.5575 1.1560 2.9923  -0.82
C: 7.2831 3.0693 1.1786  -1.01
H: 7.3558 -0.6113 1.1870  0.06
H: 8.6569 0.4515 1.7694  0.49
H: 8.2294 0.3933 -0.0075  0.31
H: 6.5914 3.7766 1.5774  0.22
H: 7.3659 3.3105 0.1221  0.21
H: 8.2949 3.1010 1.7174  0.39
C: -1.2102 6.2180 -2.7649  -0.35
S: 0.4234 6.9628 -2.3712  0.12
O: 0.8822 6.5356 -1.0162  -0.32
C: 1.4547 6.0159 -3.5371  -0.05
H: -1.2421 5.9663 -3.7986  0.53
H: -1.9310 6.9903 -2.6598  0.64
H: -1.3787 5.3915 -2.1390  -0.58
H: 1.1008 4.9909 -3.4605  -0.37
H: 2.4745 6.0660 -3.1866  -0.05
H: 1.3935 6.4256 -4.5621  0.54
C: 2.3411 -1.7963 -6.3059  -0.76
S: 3.7881 -2.5666 -5.6286  1.08
O: 3.4291 -3.9126 -5.0799  -0.77
C: 4.4619 -3.0347 -7.2689  -1.27
H: 1.7700 -1.3828 -5.4814  -0.45
H: 1.8443 -2.5863 -6.8379  0.67
H: 2.6679 -1.0946 -7.0671  0.44
H: 4.9324 -2.3268 -8.0275  0.26
H: 3.6143 -3.5726 -7.7114  0.41
H: 5.2644 -3.7712 -7.1243  0.38
C: -1.0981 2.4580 -7.4194  -0.50
S: 0.0234 3.6717 -6.6399  0.13
O: -0.7825 4.5675 -5.7313  -0.50
C: 0.7553 2.4983 -5.6453  0.06
H: -2.0515 2.6656 -6.8656  0.11
H: -0.6536 1.4670 -7.1584  0.03
H: -1.1974 2.5825 -8.4610  0.51
H: 1.3692 1.8577 -6.2804  0.49
H: 0.0078 1.9016 -5.1293  -0.27
H: 1.4648 2.9611 -4.9675  -0.03
C: 0.7918 5.8048 5.9024  -1.01
S: -0.4607 6.1916 4.6155  0.43
O: 0.1847 7.2836 3.8382  -0.60
C: -0.2695 4.6070 3.7235  0.68
H: 0.3122 5.1184 6.6556  0.32
H: 1.0874 6.7512 6.2646  0.50
H: 1.6349 5.5492 5.3043  0.18
H: -1.2210 4.4516 3.1233  -0.52
H: -0.2943 3.8845 4.5307  0.07
H: 0.6146 4.4353 3.1366  0.07
C: 3.5703 8.8873 -1.0545  -0.33
C: 2.7089 8.7107 -0.0110  -0.47
C: 2.8407 7.5977 0.7584  -0.29
C: 3.7543 6.6656 0.3398  0.50
C: 4.6547 6.8443 -0.6933  -0.80
C: 4.6469 8.0228 -1.3977  -0.88
N: 3.9166 5.4584 1.1324  0.93
O: 3.1417 5.2593 2.0179  -0.63
O: 4.7405 4.6487 0.7324  -0.49
H: 3.3714 9.6986 -1.7109  0.42
H: 1.9445 9.4723 0.2171  0.36
H: 2.3071 7.4827 1.6985  0.50
H: 5.2993 6.0161 -0.7567  0.74
H: 5.3840 8.2918 -2.1620  0.39
C: -5.3495 4.7407 4.4913  -0.75
C: -4.8526 4.0609 3.3514  -0.59
C: -4.0286 3.0043 3.5790  0.72
C: -3.6471 2.6263 4.8578  -0.62
C: -3.9882 3.3287 5.9633  -0.42
C: -4.9340 4.3713 5.7733  -0.65
N: -2.5884 1.6529 5.0414  1.28
O: -2.2850 1.1279 4.0213  -0.24
O: -2.0931 1.5198 6.1487  -0.69
H: -5.9534 5.6120 4.3782  0.50
H: -5.1301 4.4039 2.3559  0.55
H: -3.6604 2.3983 2.6959  0.17
H: -3.3555 3.2451 6.8783  0.40
H: -5.1270 5.0405 6.6106  0.35
C: 5.4238 -3.6974 -2.1140  -0.25
C: 4.4751 -4.6944 -2.1540  -0.82
C: 4.1219 -5.4419 -1.0446  0.15
C: 4.8396 -5.1606 0.1018  -0.41
C: 5.7330 -4.1286 0.1995  -0.11
C: 6.0475 -3.2992 -0.9279  -0.45
N: 4.4596 -5.9587 1.3209  1.14
O: 3.4786 -6.7114 1.2688  -0.62
O: 5.1268 -5.7525 2.3300  -0.64
H: 5.7715 -3.2346 -3.1171  0.22
H: 4.0241 -4.7404 -3.0904  0.76
H: 3.1894 -6.0515 -1.0545  0.17
H: 6.1210 -3.8800 1.2283  0.36
H: 6.6433 -2.3941 -0.7118  0.37
C: 0.5930 -2.0944 3.6686  -1.20
C: 0.0646 -1.2844 2.6658  0.86
C: 0.8080 -1.0099 1.5561  -0.02
C: 2.0967 -1.5622 1.5055  0.34
C: 2.6461 -2.3744 2.4324  0.06
C: 1.8922 -2.6365 3.5681  -1.71
N: 2.8786 -1.3126 0.2248  1.12
O: 4.0883 -1.4330 0.3513  -0.32
O: 2.3035 -0.9794 -0.7664  -0.16
H: 0.0490 -2.2472 4.5623  0.91
H: -0.9709 -0.9251 2.7015  -0.55
H: 0.5072 -0.3679 0.6846  -0.42
H: 3.7162 -2.5732 2.3198  0.51
H: 2.4626 -3.0577 4.3618  0.51
C: -0.4115 3.5413 -0.3687  -0.43
C: -1.6558 2.9203 -0.4020  0.07
C: -1.8073 1.8011 -1.2147  -0.06
C: -0.7265 1.3989 -1.9294  -0.41
C: 0.5203 2.1004 -1.9863  0.18
C: 0.6437 3.2023 -1.1443  0.03
N: -0.7444 0.1380 -2.6245  0.91
O: -1.6390 -0.6372 -2.2665  0.10
O: 0.0727 -0.1024 -3.4803  -0.63
H: -0.2165 4.3643 0.2984  -0.06
H: -2.4970 3.2786 0.1705  0.58
H: -2.7237 1.1754 -1.1552  -0.06
H: 1.3422 1.5684 -2.4303  -0.22
H: 1.6722 3.5118 -0.7921  -0.16
C: -5.1653 -3.1336 -4.3838  -0.44
C: -3.8643 -3.1579 -3.9542  0.01
C: -2.9323 -2.5318 -4.6912  0.18
C: -3.2587 -1.9720 -5.9182  -1.01
C: -4.5782 -1.9400 -6.3399  -0.35
C: -5.5548 -2.5147 -5.5637  -0.86
N: -2.2406 -1.2914 -6.6711  1.09
O: -1.1282 -1.3420 -6.2772  -0.49
O: -2.5453 -0.6364 -7.6681  -0.67
H: -5.8751 -3.7010 -3.7554  0.44
H: -3.6449 -3.6415 -2.9915  0.85
H: -1.8911 -2.3891 -4.4249  0.30
H: -4.8195 -1.3464 -7.1795  0.56
H: -6.6052 -2.3484 -5.6986  0.44
C: -2.8940 -2.0664 -0.0003  -0.13
C: -2.7440 -2.3238 1.3759  0.68
C: -3.5037 -1.6217 2.3005  -1.86
C: -4.4253 -0.7157 1.8075  -0.36
C: -4.6964 -0.5101 0.4473  -0.42
C: -3.9448 -1.2284 -0.4482  0.22
N: -5.1756 0.1392 2.8424  1.25
O: -5.1968 -0.2619 4.0033  -0.63
O: -5.8955 1.0245 2.4399  -0.66
H: -2.4608 -2.6272 -0.7954  0.05
H: -2.0272 -3.0497 1.7749  0.67
H: -3.4529 -1.6704 3.3022  1.19
H: -5.5143 0.1219 0.0260  0.34
H: -4.1252 -1.1469 -1.5302  -0.24
C: -4.6624 0.8388 -3.7941  0.07
C: -5.7274 1.1329 -2.9048  -0.41
C: -5.9294 2.4174 -2.4364  -0.68
C: -4.9790 3.3776 -2.7307  -0.04
C: -3.9353 3.1099 -3.5883  -0.76
C: -3.7945 1.8487 -4.1170  -0.43
N: -5.0857 4.7003 -2.1036  0.98
O: -4.1363 5.4602 -2.0420  -0.52
O: -6.0519 4.9743 -1.4917  -0.62
H: -4.3753 -0.1615 -4.0396  0.08
H: -6.3981 0.3339 -2.6327  0.45
H: -6.5971 2.6750 -1.6756  0.61
H: -3.3174 3.9218 -3.9555  0.35
H: -2.9978 1.6713 -4.7745  0.92
C: 2.4015 0.1835 6.4808  -1.12
C: 1.1388 0.5736 5.9716  -1.17
C: 0.9518 1.0856 4.6817  0.57
C: 2.1555 1.2891 3.9506  0.55
C: 3.4808 1.1295 4.4772  -1.20
C: 3.4948 0.5735 5.8146  -0.35
N: 1.9618 1.7918 2.5941  0.55
O: 2.8312 1.7017 1.7311  -0.10
O: 0.9068 2.4095 2.3592  -0.05
H: 2.4792 -0.1224 7.5189  0.46
H: 0.2729 0.3869 6.5087  0.77
H: -0.0262 1.2248 4.2082  0.11
H: 4.3325 1.3748 3.9134  0.69
H: 4.4752 0.4446 6.3484  0.34